The following is a quantum chemistry calculation of a 9-piece molecular cluster, C5H26NO8 overall at a distorted geometry, from the Open Molecules 2025 dataset.

```
40
Properties=species:S:1:pos:R:3:forces:R:3:mulliken_charge:R:1
C -0.0006 -1.4295 2.5336 0.036 0.110 -0.083 -1.41
C -0.4356 0.0216 2.2263 0.835 0.387 -0.455 0.09
C -0.2885 0.2020 0.7150 0.173 -0.152 1.603 0.42
C -1.1757 0.8357 -0.0248 -0.684 -1.618 -0.614 -1.42
N -1.2289 0.6282 -1.5007 0.943 1.313 1.095 0.40
C -0.4459 1.3502 -2.2050 0.278 -0.374 -0.306 -0.13
H 1.0049 -1.4494 2.9540 -0.249 -0.118 0.383 0.35
H 0.0502 -2.0611 1.6574 -0.048 0.084 -0.488 0.33
H -0.7506 -1.9149 3.1382 0.134 -0.119 0.671 0.37
H 0.3391 0.7087 2.6497 -0.956 -0.450 0.143 -0.03
H -1.4416 0.2246 2.6575 0.752 0.200 -0.543 0.42
H 0.6322 -0.3103 0.4267 -0.509 0.377 -0.765 0.35
H -2.1061 1.1705 0.4207 0.183 0.057 -0.513 0.29
H -1.7868 -0.1671 -1.8378 0.162 0.734 -0.355 0.29
H 0.2724 1.9589 -1.6954 -0.127 0.567 0.584 0.22
H -0.3507 1.3981 -3.2845 -0.591 -0.667 0.084 0.43
H -4.5602 -0.3200 -1.0727 -0.069 -0.109 0.175 0.29
H -4.2948 1.1517 -1.0325 0.071 0.150 0.116 0.30
O -3.9674 0.3227 -0.6639 -0.280 -0.209 -0.442 -0.58
H 2.2228 -1.0273 -1.6668 -1.207 0.065 0.447 0.30
H 0.6180 -0.9878 -1.5994 0.353 -0.709 0.083 0.34
O 1.4046 -0.5130 -1.8759 0.730 0.834 -0.660 -0.59
H -1.8778 -3.0181 -0.5892 0.304 -0.085 0.007 0.28
H -2.3190 -1.6161 -0.2804 0.127 0.089 0.329 0.26
O -1.5166 -2.1484 -0.3714 -0.580 -0.106 -0.400 -0.56
H 4.5767 0.0783 1.4245 -0.607 0.094 -0.336 0.28
H 3.1361 0.2197 0.7165 0.218 0.751 0.193 0.35
O 3.7213 -0.3385 1.2366 0.353 -0.602 0.377 -0.65
H 0.2473 -0.5140 -3.9735 0.388 -0.548 -0.175 0.29
H -0.7288 -1.7302 -4.2635 0.387 0.390 -0.023 0.27
O -0.5841 -0.9298 -3.7401 -0.974 -0.252 -0.023 -0.58
H 2.9077 2.5803 1.2959 -0.320 0.169 0.461 0.28
H 1.5133 2.2556 1.9833 0.165 0.365 0.248 0.26
O 2.0515 2.1509 1.1976 0.155 -0.377 -0.882 -0.58
H 3.4061 -1.6752 0.2309 0.429 -0.498 -0.695 0.42
H 3.4513 -2.5555 -1.1784 0.605 0.016 0.640 0.30
O 2.9241 -2.1837 -0.4652 -0.619 -0.055 -0.114 -0.74
H -2.0377 2.6262 1.8616 0.016 -0.166 0.124 0.32
H -1.4096 3.9674 2.0546 0.269 0.056 0.081 0.28
O -1.1728 3.0388 1.9406 -0.247 0.405 0.027 -0.54
```
Forces are in eV/Å.

Results
total charge = +1
highest occupied orbital energy = -12.9 eV
energy above the lowest of the compared OMol25 structures with the same formula, charge and spin = 379.3 kJ/mol

The following is a quantum chemistry calculation of an isolated ion of composition C2H7S3 and charge -1, from the Open Molecules 2025 dataset.

```
12
Properties=species:S:1:pos:R:3:forces:R:3:mulliken_charge:R:1
C -0.0093 2.4412 0.2782 0.051 0.027 -0.041 -1.14
C -0.4340 0.9877 0.2384 -0.068 -0.090 0.016 -0.44
S -0.1956 0.2415 -1.3921 -0.190 -0.079 -0.147 -0.54
S 0.1846 -2.1130 -0.3804 0.092 0.253 -0.089 -0.11
H -0.6441 3.0357 -0.3670 -0.120 0.180 -0.269 0.28
H 1.0153 2.5390 -0.0746 0.100 0.053 -0.012 0.31
H -0.0838 2.8629 1.2791 0.026 0.039 0.280 0.34
H -1.4751 0.9096 0.5664 -0.036 -0.052 -0.084 0.26
H 0.1572 0.4220 0.9540 0.147 -0.153 0.196 0.29
H 0.6472 -2.3601 -1.6074 -0.002 0.036 0.126 0.12
S 0.9418 -4.0806 0.3682 0.096 -0.223 0.063 -0.45
H -0.1042 -4.8858 0.1372 -0.097 0.009 -0.038 0.08
```
Forces are in eV/Å.

Results
total charge = -1
highest occupied orbital energy = -3.2 eV
energy above the lowest of the compared OMol25 structures with the same formula, charge and spin = 45.9 kJ/mol

The following is a quantum chemistry calculation of C35H20ClIN6O9SSeTi as an isolated structure at a distorted geometry, from the Open Molecules 2025 dataset.

```
75
Properties=species:S:1:pos:R:3:forces:R:3:mulliken_charge:R:1
Ti 0.7480 -0.1639 -0.4127 1.461 0.414 -0.305 -1.02
O 3.3947 -3.5937 3.9036 -0.022 0.015 -0.040 -0.56
C 2.9867 -2.7376 2.9355 0.038 -0.044 0.063 1.11
C 2.5840 -1.4339 3.2247 0.079 -0.055 -0.039 -0.66
C 2.1804 -0.6423 2.1758 -0.013 -0.011 0.007 0.35
N 2.1770 -1.0884 0.9265 -0.202 -0.121 0.174 0.60
C 2.5446 -2.3328 0.6500 0.041 -0.009 0.053 0.36
C 2.9753 -3.2044 1.6242 0.029 0.049 -0.039 -1.05
C 2.3875 -2.6330 -0.8232 0.008 0.005 -0.064 0.38
O 2.7901 -3.6733 -1.3024 -0.002 -0.010 0.005 -0.78
O 1.8222 -1.6454 -1.4372 -0.388 -0.050 0.176 -0.44
C 1.6394 0.7714 2.2837 0.164 0.060 -0.137 0.05
O 1.5718 1.3050 3.3799 0.007 0.060 0.026 -0.79
O 1.3269 1.2370 1.1330 -0.242 -0.026 0.257 -0.20
H 3.3102 -3.1633 4.7605 0.006 0.008 0.039 0.30
H 2.5637 -1.0317 4.2302 -0.001 -0.003 0.000 0.41
H 3.2707 -4.2115 1.3688 -0.006 -0.003 0.009 0.59
Se 1.7389 6.8594 -3.6779 -0.007 -0.107 0.045 0.14
N 0.3667 6.0847 -2.8174 0.026 0.078 -0.042 -0.90
C 0.7471 4.8864 -2.4840 0.110 -0.151 0.007 0.84
C -0.0930 3.9318 -1.7656 0.103 0.075 -0.053 0.30
C -1.3787 4.2080 -1.3627 -0.100 0.025 0.029 -0.47
C -2.1098 3.2301 -0.6887 0.087 -0.020 -0.023 -1.28
C -1.5090 2.0060 -0.4477 -0.154 -0.114 -0.051 -0.37
N -0.2673 1.7167 -0.8138 0.209 0.195 -0.125 0.93
C 0.4641 2.6613 -1.4750 -0.354 0.023 0.211 -0.64
C 1.7638 2.2982 -1.8409 0.409 -0.168 -0.038 -0.09
N 2.1697 1.0248 -1.4996 -0.374 0.066 -0.008 1.15
C 3.4160 0.6587 -1.8400 0.082 -0.060 0.008 0.01
C 4.2985 1.4685 -2.5109 -0.110 0.047 0.036 -1.28
C 3.8874 2.7646 -2.8765 0.182 -0.022 -0.070 -0.33
C 2.6277 3.1793 -2.5432 -0.157 0.123 0.044 0.09
C 2.1084 4.5103 -2.8744 -0.147 -0.127 0.108 0.83
N 2.7906 5.4130 -3.5123 0.001 0.111 -0.044 -0.90
H -1.8022 5.1800 -1.5824 0.001 -0.007 0.005 0.51
H -3.1240 3.3997 -0.3590 -0.004 0.010 0.000 0.54
H -2.0626 1.2138 0.0376 0.038 -0.030 -0.001 0.46
H 3.7019 -0.3436 -1.5578 -0.022 -0.010 -0.025 0.36
H 5.2828 1.0956 -2.7522 0.007 0.013 -0.007 0.45
H 4.5433 3.4378 -3.4132 0.002 -0.014 0.007 0.53
Cl -1.6766 -5.0704 -5.3925 0.016 0.022 0.039 -0.30
C -1.2924 -3.7772 -4.2804 -0.021 0.002 0.044 0.64
C -1.0582 -2.5319 -4.7736 0.016 0.048 0.064 -0.55
C -0.7617 -1.4721 -3.8918 -0.082 -0.145 -0.328 -0.03
I -0.3839 0.4075 -4.7043 0.004 0.014 0.110 0.01
C -0.7018 -1.6523 -2.5318 0.138 0.406 -0.033 -0.05
O -0.4558 -0.6270 -1.7409 -0.537 -0.345 -0.317 0.79
C -0.9202 -2.9689 -2.0172 -0.032 -0.123 0.153 0.09
N -0.8150 -3.1365 -0.6778 0.241 -0.047 -0.149 0.14
C -1.0188 -4.3194 -0.1721 0.055 -0.199 0.002 -0.26
C -1.3375 -5.4512 -0.9546 -0.026 0.083 -0.020 -1.09
C -1.4398 -5.3055 -2.3050 -0.035 -0.045 -0.031 -0.94
C -1.2292 -4.0354 -2.8873 0.019 -0.088 -0.083 0.10
H -1.0985 -2.3516 -5.8383 -0.003 -0.006 -0.002 0.42
H -0.9414 -4.3987 0.9077 -0.001 0.018 -0.049 0.50
H -1.4984 -6.4093 -0.4795 0.011 -0.007 0.005 0.41
H -1.6817 -6.1451 -2.9423 0.013 -0.001 -0.004 0.40
C -3.6740 2.9987 5.2691 -0.007 0.013 0.008 -1.47
C -3.2231 1.9333 4.3069 0.020 0.003 0.028 1.13
C -3.9859 1.5997 3.1971 -0.002 -0.017 -0.055 -0.87
C -3.5583 0.6244 2.3032 -0.010 0.059 0.072 -0.38
C -2.3579 -0.0256 2.5291 -0.154 0.031 0.081 -0.33
C -1.5854 0.2851 3.6416 0.021 -0.020 -0.116 -0.33
C -2.0171 1.2630 4.5143 0.001 0.067 0.049 -0.92
S -1.8209 -1.2638 1.3881 0.460 0.191 -0.407 1.72
O -2.7189 -1.2225 0.2667 -0.217 0.093 0.128 -0.69
O -1.6790 -2.4938 2.1153 -0.004 -0.068 0.223 -0.83
O -0.4381 -0.7324 1.0131 -0.707 -0.094 0.394 -0.40
H -4.5701 3.5032 4.9086 -0.002 -0.006 -0.007 0.34
H -2.8963 3.7507 5.4114 0.007 -0.007 -0.001 0.34
H -3.9003 2.5722 6.2487 0.008 -0.003 -0.001 0.32
H -4.9214 2.1167 3.0165 -0.006 -0.007 0.003 0.28
H -4.1434 0.3708 1.4297 0.004 -0.020 -0.015 0.53
H -0.6380 -0.2109 3.7999 0.019 -0.003 0.010 0.41
H -1.3944 1.5327 5.3592 0.004 -0.013 0.004 0.39
```
Forces are in eV/Å.

Results
total charge = -1
2S+1 = 2
highest occupied orbital energy (alpha / beta) = -3.0 / -5.5 eV
energy above the lowest of the compared OMol25 structures with the same formula, charge and spin = 79.1 kJ/mol

The following is a quantum chemistry calculation of a 5-piece molecular cluster, C27H59N5O8S overall at a distorted geometry, from the Open Molecules 2025 dataset.

```
100
Properties=species:S:1:pos:R:3:forces:R:3:mulliken_charge:R:1
C -0.9222 -1.5301 -8.7132 -0.103 -0.389 -0.535 -0.85
C -1.5608 -2.7401 -7.8029 1.180 0.672 0.056 0.15
S -3.4310 -2.6692 -8.0367 0.074 -0.037 0.793 -0.09
C -4.2131 -1.7889 -6.5326 1.368 0.031 1.444 -0.61
C -3.8082 -2.6601 -5.1901 1.160 1.014 1.020 -0.06
C -2.8122 -2.3369 -4.1148 -3.330 -2.308 -2.705 0.47
C -1.8953 -0.9811 -4.0203 -0.452 -0.334 0.742 -0.23
C -0.2902 -1.2017 -4.2551 3.198 1.247 -5.542 0.10
O 0.1939 -0.8928 -5.4894 -3.312 -2.095 7.403 -0.54
N 0.7283 -1.6561 -3.2371 -2.511 0.980 -0.322 0.14
C 0.4882 -1.0885 -1.8575 -0.089 0.196 1.184 -0.94
C 0.9514 -3.1500 -3.2392 -0.011 -0.524 -0.534 -0.59
C -2.9754 -3.6405 -3.1336 3.462 -1.056 2.887 0.31
O -2.1554 -4.1112 -2.1746 -6.117 3.208 -6.542 -0.50
O -4.2579 -4.3123 -3.5216 1.467 -0.505 -1.486 -0.28
C -4.6041 -4.1037 -4.9467 -1.178 -0.360 -2.658 0.34
O -5.3574 -4.8123 -5.7920 5.187 4.767 6.663 -0.50
H -1.2826 -1.7282 -9.8292 0.677 0.529 2.382 0.31
H -1.3383 -0.4928 -8.3658 0.945 -2.006 -0.643 0.21
H 0.2607 -1.5327 -8.7527 -2.477 0.011 0.418 0.27
H -1.1117 -3.7545 -8.2032 -1.386 1.880 0.860 0.31
H -1.3263 -2.6720 -6.6578 -0.287 0.040 -2.258 -0.31
H -5.3777 -1.7443 -6.7112 2.524 -0.301 0.396 0.38
H -3.7577 -0.6962 -6.4381 -1.136 -2.349 -0.143 0.22
H -2.3122 -0.2327 -4.8290 1.104 -1.660 1.626 0.24
H -2.0560 -0.5091 -2.9512 0.274 -1.022 -2.111 0.37
H -0.4232 -1.6117 -1.3420 1.652 0.855 -0.675 0.38
H 0.2747 0.0734 -1.8462 0.519 -2.373 -0.388 0.27
H 1.4622 -1.2481 -1.1848 -2.167 0.208 -1.606 0.27
H 2.1240 -3.3537 -3.2300 -2.599 0.308 0.023 0.26
H 0.4204 -3.6239 -2.2975 1.088 0.756 -1.977 0.20
H 0.4660 -3.5674 -4.2456 1.305 0.606 2.314 0.26
C -0.4129 1.0855 1.7259 -0.393 0.090 0.007 -0.54
O -0.8828 -0.2509 1.6374 0.550 -0.338 0.094 -0.36
C -0.0852 -1.2061 2.3433 -0.328 -0.190 -0.033 -0.73
C -0.3688 -1.2767 3.8612 -0.137 0.393 -0.144 0.26
C 0.2277 -0.1128 4.6495 0.135 0.050 0.252 -0.99
N -1.8115 -1.3500 4.1362 -0.026 0.037 -0.377 -0.73
H 0.6796 1.1389 1.7582 -0.023 -0.041 0.084 0.32
H -0.8461 1.5749 2.6003 0.258 0.175 0.042 0.07
H -0.7597 1.6278 0.8422 0.019 -0.147 0.001 0.28
H -0.3409 -2.1799 1.9083 -0.088 0.150 0.002 0.35
H 0.9804 -1.0480 2.1391 0.031 0.177 0.067 0.42
H 0.0976 -2.1944 4.2394 -0.077 0.002 -0.164 0.41
H -0.3479 0.8104 4.5396 0.040 -0.088 -0.099 -0.12
H 0.2450 -0.3483 5.7200 -0.050 -0.019 -0.191 0.37
H 1.2579 0.0866 4.3362 -0.100 0.007 0.018 0.36
H -2.1876 -2.1835 3.6867 0.021 0.035 0.160 0.28
H -2.2561 -0.5784 3.6271 0.167 -0.213 0.256 0.32
C -3.1648 6.3393 5.8179 0.241 0.227 -0.183 -0.75
O -1.8718 5.9372 6.2433 -0.269 -0.421 0.369 -0.27
C -1.8294 4.6540 6.8744 0.347 -0.022 -0.074 -0.97
C -1.8054 3.4604 5.8923 -0.177 0.370 -0.192 0.48
C -3.1617 3.1647 5.2561 -0.170 -0.245 -0.043 -1.44
N -0.8116 3.6601 4.8270 0.032 0.300 0.157 -0.54
H -3.9507 5.9889 6.4940 0.050 -0.075 -0.051 0.32
H -3.3487 5.9859 4.8015 -0.244 -0.047 0.039 0.26
H -3.1911 7.4320 5.7939 0.093 -0.105 0.087 0.25
H -0.8925 4.6387 7.4445 -0.050 0.097 -0.131 0.34
H -2.6380 4.5560 7.6084 -0.125 0.023 -0.114 0.50
H -1.5174 2.5706 6.4650 0.057 0.147 0.030 0.38
H -3.4183 3.8709 4.4616 0.100 -0.012 0.128 0.33
H -3.1590 2.1667 4.8026 0.057 0.166 0.084 0.24
H -3.9602 3.1873 6.0052 0.074 0.001 -0.089 0.39
H 0.1083 3.7608 5.2534 -0.020 -0.113 -0.113 0.25
H -0.9904 4.5825 4.4155 0.016 -0.386 0.073 0.23
C 4.1335 -8.1818 -4.1547 0.002 0.230 0.307 -0.64
O 4.4179 -6.8652 -4.6022 0.021 -0.188 -0.599 -0.39
C 4.2051 -6.6575 -6.0016 -0.009 0.352 0.108 -0.67
C 2.7314 -6.4010 -6.3917 0.023 -0.218 0.407 0.12
C 1.8703 -7.6621 -6.3911 -0.208 -0.134 -0.201 -1.41
N 2.1095 -5.3978 -5.5146 0.323 -0.018 0.140 -0.52
H 4.3807 -8.9372 -4.9069 -0.077 0.058 -0.032 0.30
H 3.0834 -8.2580 -3.8664 -0.023 -0.240 -0.082 0.22
H 4.7328 -8.3748 -3.2609 0.020 0.108 -0.129 0.26
H 4.7808 -5.7591 -6.2553 -0.067 -0.070 0.160 0.34
H 4.6400 -7.4770 -6.5858 -0.101 -0.136 0.068 0.43
H 2.7270 -6.0085 -7.4157 0.123 0.039 0.115 0.41
H 1.5942 -7.9842 -5.3833 0.108 0.097 -0.087 0.28
H 0.9343 -7.4831 -6.9328 0.172 0.025 0.123 0.33
H 2.3875 -8.4910 -6.8858 -0.048 0.072 0.065 0.36
H 2.6325 -4.5268 -5.5927 -0.150 -0.012 -0.060 0.27
H 2.2774 -5.6956 -4.5476 -0.147 0.054 -0.325 0.32
C 0.9107 6.9572 4.6948 -0.046 -0.349 0.129 -0.43
O 2.1999 6.3747 4.5785 0.357 0.528 0.014 -0.37
C 3.2692 7.2098 5.0320 0.160 -0.334 0.007 -0.74
C 3.4774 7.2045 6.5638 -0.433 -0.147 -0.110 0.35
C 2.4389 8.0256 7.3249 0.005 0.217 0.234 -1.26
N 3.4901 5.8354 7.1002 -0.067 -0.096 -0.356 -0.70
H 0.9278 8.0379 4.5236 0.055 -0.011 0.059 0.36
H 0.4878 6.7317 5.6757 -0.155 0.238 -0.069 0.06
H 0.2606 6.4984 3.9451 0.150 0.028 -0.006 0.20
H 4.1759 6.8025 4.5685 -0.163 -0.068 0.036 0.34
H 3.1565 8.2291 4.6440 -0.163 0.040 0.075 0.40
H 4.4557 7.6581 6.7631 -0.031 -0.101 -0.136 0.40
H 1.4758 7.5146 7.4090 0.132 0.002 -0.097 0.18
H 2.7834 8.2201 8.3472 -0.030 -0.094 -0.191 0.35
H 2.2718 8.9935 6.8406 -0.005 -0.101 0.038 0.34
H 4.2486 5.3185 6.6579 -0.019 0.056 0.154 0.28
H 2.6447 5.3676 6.7557 0.255 0.199 0.202 0.26
```
Forces are in eV/Å.

Results
SMILES = CCSCC1=C(CC(=O)N(C)C)C(=O)OC1=O.COC[C@@H](C)N.COC[C@@H](C)N.COC[C@@H](C)N.COC[C@@H](C)N
highest occupied orbital energy = -8.8 eV

Which E_tot belongs to each record? In order, -23469.2051; -34694.3494; -183917.0476; -63610.8038 eV.